The following is a quantum chemistry calculation of a molecular structure, C4H8N2O, from the OMol25 dataset.

For the energy above the lowest of the compared OMol25 structures with the same formula, charge and spin, the calculation gives 680.4 kJ/mol. The total energy comes out at -9299.3409 eV. The highest occupied orbital energy comes out at -8.13 eV. The spin multiplicity is 1.

Geometry as XYZ:
```
15
Properties=species:S:1:pos:R:3:forces:R:3
H 1.509009 0.981505 0.432737 -0.2 0.1 0.0
H -1.870901 -1.389488 0.029565 1.4 0.2 -1.7
H 0.485693 -0.658291 2.667903 0.2 0.2 0.0
C -0.156186 -0.452391 -1.127535 -1.9 0.3 0.8
C 0.200623 0.704029 -2.088869 -0.4 -0.2 0.3
H 0.625706 1.111827 2.843522 0.1 -0.1 -0.1
H 2.097304 0.114711 2.631705 0.0 0.1 0.0
N -1.763013 -1.054086 -0.989875 2.9 0.5 -1.6
H 1.204778 1.148693 -1.947163 -0.4 -0.5 0.3
N 0.904992 0.310018 0.909869 0.0 0.0 -0.1
H 0.152096 0.375129 -3.133894 -0.1 -0.1 0.4
H -0.526101 1.505118 -1.941205 0.0 0.0 -0.1
C 0.097973 -0.524272 0.333773 0.7 -0.1 0.7
O -0.281228 -1.677029 -1.617179 -2.5 -0.5 0.9
C 1.046769 0.226234 2.358098 0.2 0.0 0.2
```
Positions in Å, forces in eV/Å.

***

The following is a quantum chemistry calculation of a molecular structure, C5H9N2O, from the OMol25 dataset.

As for the total charge: +1. For the energy above the lowest of the compared OMol25 structures with the same formula, charge and spin, the calculation gives 313.6 kJ/mol. The total energy comes out at -10349.3705 eV. The highest occupied orbital energy comes out at -14.71 eV. The spin multiplicity is 1.

Geometry as XYZ:
```
17
Properties=species:S:1:pos:R:3:forces:R:3
C 1.442374 -0.631216 0.241498 -1.1 2.8 2.2
H 1.732050 -1.444088 0.933445 -0.5 -0.2 -1.0
C 0.147573 0.089927 0.687601 -1.4 -0.6 -3.2
H 2.204575 0.142367 0.306041 0.4 -0.1 0.1
O 1.273341 -0.873326 -1.097110 0.3 -2.1 -2.6
H -0.844295 -0.521909 2.777179 0.7 0.4 -2.1
N 0.086443 -0.888671 -2.991022 -1.7 -0.1 -2.6
C -0.172372 1.245383 1.512008 1.9 0.3 0.3
C -0.876709 -0.044170 1.726804 -1.4 -0.5 2.4
N -0.664001 0.227057 -1.067384 2.7 -0.8 4.4
H 0.687219 1.363290 2.159166 0.0 0.5 0.5
H 0.675367 -1.599625 -3.426674 0.0 0.5 0.6
H -1.906388 -0.044229 1.419600 -0.3 -0.2 -0.4
H -1.503893 0.776463 -1.023272 -0.2 -0.4 -1.1
H -0.527175 2.182942 1.130772 -0.5 0.1 -0.2
C 0.169018 -0.508396 -1.749257 -0.4 1.0 1.8
H -0.759226 -0.598204 -3.550275 1.5 -0.5 1.0
```
Positions in Å, forces in eV/Å.

***

The following is a quantum chemistry calculation of C17H20N2O5S in the gas phase, from the OMol25 dataset.

The structure (SMILES) is CCOC(=O)C1CCN(S(=O)(=O)c2ccc3[nH]c(=O)ccc3c2)CC1. For the energy above the lowest of the compared OMol25 structures with the same formula, charge and spin, the calculation gives 0.0 kJ/mol. The total energy comes out at -42007.5947 eV. The highest occupied orbital energy comes out at -8.95 eV. The spin multiplicity is 1.

Geometry as XYZ:
```
45
Properties=species:S:1:pos:R:3:forces:R:3
H -4.589197 2.993030 -3.378506 -0.1 -0.2 0.1
H 1.979929 -0.292951 1.930845 0.0 0.0 0.1
H 0.130599 -2.034933 -1.124510 0.0 0.0 0.0
H 1.680894 -1.617890 -1.887344 -0.1 0.0 0.0
C -2.475693 2.914377 -1.883144 -0.1 -0.1 0.1
C -5.905814 0.513706 -1.645964 0.1 -0.3 0.3
N 0.250932 -0.077887 0.747718 -0.5 0.8 0.2
H -0.548992 3.332599 -1.022974 0.1 0.1 -0.1
H -2.691358 0.193740 0.858805 -0.1 -0.2 0.1
H 0.418040 -0.599723 2.724387 0.2 -0.1 0.0
C 0.985606 -0.746298 1.804767 0.0 -0.2 0.6
S -0.206011 1.490700 1.146910 -0.3 -0.2 -0.2
H 1.870801 -3.444634 -0.151996 0.0 0.1 0.0
C -5.833201 1.535440 -2.679613 0.2 0.2 -0.1
H 4.975312 0.188189 1.308271 0.0 0.1 0.0
C 1.112257 -1.590024 -0.957851 0.2 0.1 0.1
C 0.939915 -0.135976 -0.524961 0.2 0.0 -0.7
H 1.919566 0.355856 -0.458852 -0.1 0.0 0.0
H -6.810580 -0.073059 -1.627192 -0.1 0.0 0.0
H -4.977360 -0.445310 -0.005445 -0.1 -0.1 0.1
C -4.905230 0.316811 -0.767862 -0.4 0.0 -0.2
H 4.764590 -0.378915 2.972360 0.0 0.0 0.1
C -3.712852 1.108975 -0.809292 0.4 0.4 -0.1
O 3.890535 -1.376015 -0.685751 0.1 0.1 0.0
H 1.677981 -2.732658 2.256276 -0.1 0.0 0.0
C 3.305426 -1.942357 0.199774 -0.2 -0.2 -0.2
C -2.649890 0.940906 0.082749 -0.2 0.1 -0.2
H 0.132903 -2.669266 1.386339 0.0 0.0 0.0
C 1.848407 -2.383566 0.124411 -0.1 0.0 0.0
O 0.845169 2.429659 0.870164 0.0 0.0 -0.3
C -3.618676 2.109497 -1.802244 0.4 -0.2 0.5
H 0.332685 0.409437 -1.250992 0.1 -0.1 -0.1
C -1.441959 2.728633 -0.992990 0.0 0.0 0.0
H 5.614420 -2.644484 2.293622 0.0 0.1 -0.1
O -6.689731 1.771443 -3.505859 -0.2 0.0 -0.1
C 5.235449 -1.934427 1.555953 0.5 0.2 -0.1
H 6.385673 -0.269832 2.269536 0.1 0.1 0.0
C 1.126495 -2.225985 1.465441 0.1 0.2 0.0
N -4.657237 2.271242 -2.669664 -0.1 0.3 -0.3
H 5.778980 -2.047769 0.612466 -0.1 -0.1 0.2
C -1.539325 1.741808 -0.018953 0.6 -0.1 0.4
H -2.416325 3.678062 -2.644131 0.0 0.1 -0.1
C 5.345567 -0.503314 2.061387 -0.2 -0.3 -0.2
O 3.870038 -2.308189 1.351474 -0.2 -0.1 0.3
O -0.748739 1.451354 2.472432 -0.1 -0.2 0.1
```
Positions in Å, forces in eV/Å.

***

The following is a quantum chemistry calculation of a gas-phase ion, C4H11N2 (charge +1), from the OMol25 dataset.

The structure (SMILES) is CCC/[NH+]=C\N. As for the total charge: +1. For the energy above the lowest of the compared OMol25 structures with the same formula, charge and spin, the calculation gives 42.9 kJ/mol. The total energy comes out at -7300.5033 eV. The highest occupied orbital energy comes out at -15.36 eV. The spin multiplicity is 1.

Geometry as XYZ:
```
17
Properties=species:S:1:pos:R:3:forces:R:3
H -0.390794 -0.079311 -2.028990 0.1 -0.1 0.2
H -1.482867 1.292003 -2.019829 0.1 -0.1 0.4
H 2.074832 1.319853 0.788829 0.0 -0.1 0.4
H 3.477632 0.331619 1.008160 0.0 0.2 -0.2
H 0.072485 -1.697752 0.687599 0.3 0.0 -0.4
N 0.497605 -0.778803 0.652982 -0.4 0.4 -0.1
H 0.002799 1.277162 0.467326 0.1 -0.2 -0.5
C 1.793675 -0.700618 0.713438 -0.5 -0.2 -0.1
H -2.532734 0.548289 0.105278 0.1 0.4 0.1
N 2.473433 0.403700 0.943074 0.3 -0.2 -0.5
H 2.299332 -1.641353 0.524436 0.4 0.1 0.5
C -0.481193 0.324831 0.694462 0.4 0.5 0.8
H -2.100058 -0.311242 -2.296911 0.1 0.1 0.1
H -1.925228 -1.016902 -0.063483 0.1 -0.3 0.0
C -1.639573 0.020898 -0.218780 -0.4 -0.2 -0.1
C -1.377024 0.249587 -1.696066 -0.2 0.1 -0.7
H -0.762327 0.458034 1.738475 -0.4 -0.2 0.1
```
Positions in Å, forces in eV/Å.

***

> Which of these has the lowest energy above the lowest of the compared OMol25 structures with the same formula, charge and spin?

C17H20N2O5S